Model A:
9
Properties=species:S:1:pos:R:3 method="wB97M-V/def2-TZVPD" gap_ev=9.91 charge=0 lumo_energy_ev=-0.704 homo_energy_ha=-0.390
H -1.85645 -2.12398 -0.22510
N -1.94989 -1.11928 -0.08718
C -0.97624 -0.37461 0.12380
C -0.98091 1.04420 0.21638
N -0.70931 2.16031 0.31485
O 0.69529 -0.66910 0.49563
C 1.64429 0.14273 -0.09900
O 1.42451 1.10864 -0.77263
H 2.70872 -0.16892 0.03325

***

Model B:
9
Properties=species:S:1:pos:R:3 method="wB97M-V/def2-TZVPD" gap_ev="8.10 / 8.10" charge=0 lumo_energy_ev="-1.247 / -1.247" homo_energy_ha="-0.344 / -0.344"
N -1.97605 -1.20541 -0.02268
C -1.27685 -0.23204 0.08224
O 0.72637 -0.77049 0.34060
C 1.58598 0.10626 -0.03688
O 1.37105 1.27387 -0.39786
C -1.15131 1.13928 0.16582
N -0.36207 2.02138 0.07857
H -1.58441 -2.13332 -0.15242
H 2.65781 -0.17224 -0.07852

***

Model C:
9
Properties=species:S:1:pos:R:3 method="wB97M-V/def2-TZVPD" gap_ev=9.54 charge=0 lumo_energy_ev=-0.523 homo_energy_ha=-0.370
O 2.61034 0.06840 0.51686
C 1.62705 -0.60054 0.30273
C 0.21231 -0.06332 0.61728
O -0.06021 0.39657 1.69340
N -0.73698 -0.35656 -0.41595
C -1.55812 0.65788 -0.91117
N -2.23988 0.20179 0.01212
H 1.68138 -1.64438 -0.06950
H -1.53591 1.34018 -1.74577

***

Model D:
9
Properties=species:S:1:pos:R:3 method="wB97M-V/def2-TZVPD" gap_ev=9.16 charge=0 lumo_energy_ev=-0.846 homo_energy_ha=-0.368
N 1.79823 1.06041 -1.05883
C 0.74394 0.59601 -0.52491
O -0.52589 0.70570 -0.64328
C -1.35936 -0.83938 0.67039
O -1.77944 -1.74097 0.09440
C 0.84485 -0.39944 0.60968
N 0.35954 -1.11585 1.40491
H 1.53058 1.70043 -1.80786
H -1.61246 0.03309 1.25549

***

Of them, the most stable is model A and the least stable is model B.

***

Model A:
14
Properties=species:S:1:pos:R:3 method="wB97M-V/def2-TZVPD" gap_ev=8.78 charge=0 lumo_energy_ev=1.033 homo_energy_ha=-0.285
N -0.00695 -1.55444 1.80521
N 0.80078 -0.59739 0.95753
C 0.08246 -0.09255 -0.13445
C -0.40253 -0.63961 -1.38625
C 0.37550 0.69393 -1.40346
C -0.53053 1.40689 -0.56393
H -0.23931 -0.88658 2.62325
H -0.84489 -1.62265 1.16213
H 1.27398 0.08346 1.47611
H -1.45432 -0.73878 -1.64908
H 0.13490 -1.54601 -1.74162
H 1.34443 0.96067 -1.82698
H -0.23659 2.21166 0.04777
H -1.68242 1.32631 -0.74807

***

Model B:
14
Properties=species:S:1:pos:R:3 method="wB97M-V/def2-TZVPD" gap_ev=10.51 charge=0 lumo_energy_ev=1.165 homo_energy_ha=-0.343
C -0.91710 1.73729 1.07532
N -0.70381 1.90634 -0.10377
N -0.40905 0.76488 -0.90691
C 0.56666 -0.06054 -0.19989
C 0.05210 -1.25743 0.40236
C 0.65324 -1.39776 -0.95503
H -1.20074 2.54504 1.71929
H -0.50796 0.64940 1.37496
H 0.13821 1.18444 -1.63686
H 1.30593 0.43896 0.35116
H -1.04844 -1.29171 0.49672
H 0.65519 -1.66316 1.40597
H -0.14214 -1.59010 -1.73457
H 1.55788 -1.96564 -1.28874

***

Of them, the most stable is model B and the least stable is model A.

***

Model A:
14
Properties=species:S:1:pos:R:3 method="wB97M-V/def2-TZVPD" gap_ev=9.63 charge=0 lumo_energy_ev=0.013 homo_energy_ha=-0.353
C 1.93042 0.04557 0.28675
N 0.58176 -0.47822 0.42175
C -0.27727 -0.31591 -0.57502
C -1.71632 -0.69595 -0.44362
C -0.61862 1.79433 -0.02324
N -0.77362 2.03467 1.11485
H 2.33034 -0.21133 -0.69799
H 2.56400 -0.39098 1.05910
H 1.89078 1.13889 0.39453
H 0.15098 -0.21095 1.30321
H 0.16614 -0.39629 -1.57075
H -2.28195 -0.02990 -1.09273
H -1.89403 -1.73246 -0.76063
H -2.05261 -0.55147 0.58380

***

Model B:
14
Properties=species:S:1:pos:R:3 method="wB97M-V/def2-TZVPD" gap_ev=10.36 charge=0 lumo_energy_ev=1.100 homo_energy_ha=-0.340
C 1.12003 0.58251 -1.28241
C 0.32694 -0.52719 -0.72494
N -1.15075 -0.25501 -0.76012
N -1.55684 -1.21035 0.16023
C -0.38070 -0.49690 0.59054
C -0.34763 0.56114 1.72405
H 0.42575 0.92340 -2.18150
H 2.00312 0.25435 -1.68635
H 1.16295 1.39423 -0.53759
H 0.59559 -1.52226 -1.08193
H -1.20136 -2.15039 -0.21179
H 0.35627 0.26723 2.53200
H -1.34303 0.67644 2.18110
H -0.01035 1.50280 1.27872

***

Of them, the most stable is model A and the least stable is model B.